# 1
# C51H43ClGeHfN13O7

A molecular structure, C51H43ClGeHfN13O7 (the ωB97M-V functional and the def2-TZVPD basis, the OMol25 dataset).

Geometry as XYZ:
```
117
Properties=species:S:1:pos:R:3:forces:R:3
Hf 0.354098 -0.078499 -0.393334 -0.2 -0.7 0.9
O 1.732766 -7.107737 -0.938126 -0.5 -0.1 -0.2
C 0.586628 -6.637094 -0.941597 0.1 0.3 0.6
O -0.547558 -7.059681 -0.661730 0.4 0.0 -0.4
C 0.584168 -5.069959 -1.129623 -0.1 -0.3 0.3
C 1.759889 -4.357023 -0.962097 0.2 -0.1 -0.3
C 1.708781 -2.986429 -0.833318 0.1 0.1 -0.1
N 0.554806 -2.309198 -0.833192 -0.2 0.1 0.3
C -0.596220 -2.997076 -0.999417 0.0 0.2 -0.1
C -0.613515 -4.362167 -1.149069 -0.1 -0.1 -0.2
C -1.855379 -2.240828 -0.792823 0.3 -0.2 0.3
C -3.063313 -2.642063 -1.334773 -0.2 -0.1 -0.1
C -4.220299 -2.004131 -0.926245 -0.1 0.0 0.0
C -4.142573 -1.012172 0.045360 -0.1 0.0 0.0
C -2.899626 -0.643833 0.502106 0.2 0.0 0.1
N -1.763064 -1.211332 0.067938 -0.2 0.1 -0.2
C 2.905283 -2.169862 -0.542741 -0.1 -0.2 0.2
C 4.184125 -2.585020 -0.864515 0.2 -0.1 0.0
C 5.259490 -1.848575 -0.400359 0.0 0.0 0.0
C 5.018296 -0.741141 0.399225 0.1 0.0 0.1
C 3.710709 -0.366462 0.627890 -0.1 0.0 0.1
N 2.663126 -1.039716 0.138296 -0.2 0.4 -0.5
H 2.685542 -4.918806 -0.894067 -0.1 0.0 0.0
H -1.536026 -4.929737 -1.206865 0.1 0.0 0.1
H -3.086254 -3.439987 -2.064226 0.0 0.0 0.0
H -5.179450 -2.291130 -1.339953 0.1 0.0 0.0
H -5.031919 -0.528191 0.428193 0.1 0.0 0.0
H -2.782039 0.132433 1.250053 0.0 0.0 -0.1
H 4.326193 -3.470784 -1.470576 0.0 0.0 0.1
H 6.272809 -2.144805 -0.642803 -0.1 0.0 0.0
H 5.825596 -0.162254 0.829996 -0.1 0.0 0.0
H 3.487844 0.502881 1.235713 0.0 0.0 -0.1
C -0.686589 6.577500 0.916228 0.0 -0.1 -0.1
N -1.319955 5.391829 1.492041 0.1 -0.1 0.3
C -1.066377 4.176788 0.829687 -0.2 0.1 0.0
N -0.785032 2.857865 1.501125 0.1 -0.1 0.1
C -2.898495 3.144573 2.054669 0.0 0.1 -0.1
N -2.626446 5.663853 1.969496 -0.1 0.1 -0.1
C 0.793221 6.634465 1.233481 0.0 0.0 -0.1
C 1.715086 7.195338 0.353308 0.0 0.0 0.0
C 3.076658 7.144684 0.630982 0.0 0.0 0.0
C 3.542022 6.490982 1.764621 0.0 0.0 0.1
C 2.619229 5.948697 2.650373 0.1 -0.1 0.0
C 1.256394 6.053813 2.397253 0.0 -0.1 0.1
C 2.948771 5.056796 3.766090 -0.1 0.0 0.1
N 2.211731 4.819647 4.796131 0.1 -0.1 0.1
N 2.675879 3.630468 5.347381 -0.1 0.2 0.0
C 3.662382 3.251334 4.616245 -0.1 0.0 0.0
O 3.926272 4.124597 3.615779 0.1 -0.1 -0.3
C 4.231044 1.900514 4.566686 0.0 0.0 -0.1
C 5.469738 1.588339 4.018836 0.1 0.0 0.0
C 5.822263 0.254341 3.846178 0.0 0.0 0.0
C 4.915972 -0.758750 4.135501 0.0 0.0 0.0
C 3.664859 -0.441158 4.656878 0.0 -0.1 0.0
C 2.576015 -1.467235 4.803926 0.0 0.1 -0.1
N 1.648702 -1.401416 3.647196 0.1 -0.2 0.2
C 1.276644 -0.374121 2.889644 0.1 -0.1 0.0
N 0.464856 -0.809723 1.933098 -0.4 0.1 -0.5
C 0.357468 -2.154921 2.188003 -0.1 0.1 0.1
N 1.060529 -2.545601 3.214759 0.1 0.4 0.0
C 3.356726 0.879759 4.924154 -0.1 0.1 0.1
H -1.214724 7.434419 1.326810 0.0 0.0 0.0
H -0.816218 6.606204 -0.172408 -0.1 0.1 0.0
H -0.424853 4.283091 -0.037777 0.0 0.0 0.0
H -3.672188 2.383077 2.130153 0.0 0.0 0.0
H 1.370642 7.663464 -0.564165 0.0 0.0 0.0
H 3.782366 7.585497 -0.062121 0.0 0.0 0.0
H 4.605172 6.402689 1.954843 -0.1 0.0 0.0
H 0.561204 5.608412 3.096003 0.0 0.0 -0.1
H 6.154145 2.379943 3.735451 0.0 -0.1 0.0
H 6.801422 0.003814 3.455235 0.0 0.0 0.0
H 5.179859 -1.795565 3.950064 0.0 0.1 0.0
H 2.008324 -1.316818 5.719594 -0.1 0.0 0.0
H 2.960728 -2.480897 4.800501 0.0 -0.1 0.0
H 1.595819 0.648131 3.026540 0.0 -0.1 0.0
H -0.248116 -2.843644 1.619003 0.1 0.1 0.0
H 2.401444 1.150271 5.364734 0.0 0.0 -0.1
O -4.204692 0.775062 -4.359369 0.1 -0.1 0.0
C -4.387730 1.648418 -3.386878 0.0 0.0 0.1
O -5.336704 2.381490 -3.341684 0.0 0.0 0.0
C -3.357890 1.699808 -2.290917 0.0 0.0 -0.2
C -3.427577 2.570094 -1.216601 -0.1 0.1 0.1
Cl -4.557647 3.748474 -0.799385 -0.1 0.1 0.0
N -2.358837 2.367269 -0.427411 0.0 0.1 0.4
N -1.564041 1.412956 -0.930378 0.3 -0.1 -0.2
C -2.157217 1.016340 -2.059838 0.1 0.1 0.0
C -1.429388 -0.022839 -2.847358 0.0 0.1 0.1
O -1.916049 -0.550761 -3.820205 0.0 0.0 -0.2
O -0.250027 -0.286551 -2.357369 -0.1 0.2 0.2
C -2.053116 3.097175 0.778095 0.1 -0.2 0.0
C -1.581038 2.799304 2.794283 0.0 0.1 -0.1
C -1.166769 3.660632 3.934821 0.1 -0.2 0.0
C -1.823086 4.770083 4.250155 -0.1 0.2 0.0
C -2.898575 5.336213 3.414662 0.1 -0.2 0.0
C -3.461920 4.521150 2.296059 0.1 0.0 0.1
H -3.389541 0.236156 -4.237137 0.0 0.0 0.0
H -1.563080 1.753253 3.101293 0.0 -0.1 0.0
H -0.342512 3.317320 4.556689 -0.1 0.1 -0.1
H -1.532118 5.336529 5.129071 0.0 0.0 -0.1
H -3.534378 6.076523 3.877647 0.0 0.0 0.0
H -4.499751 4.655620 2.019110 0.0 0.0 0.0
C 0.316044 2.985876 -3.242564 -0.2 -0.1 0.0
Ge 1.860680 2.128612 -2.390348 0.4 0.1 -0.2
C 2.424701 0.471133 -3.301744 -0.1 0.0 -0.1
C 3.365732 3.350811 -2.613456 0.1 0.1 0.2
C 1.588426 1.732787 -0.455714 0.0 0.0 -0.2
H -0.095457 2.359379 -4.039630 0.0 0.1 0.1
H 0.651308 3.922475 -3.691463 0.0 0.0 0.0
H -0.484027 3.218574 -2.535538 0.1 0.0 -0.1
H 1.731587 0.192799 -4.095623 0.0 0.0 0.0
H 2.492433 -0.379007 -2.617384 0.0 0.0 0.0
H 3.412209 0.623949 -3.740654 0.0 0.0 0.1
H 3.462081 3.601258 -3.673153 0.0 0.0 0.1
H 4.295979 2.881523 -2.283590 -0.1 0.1 0.0
H 3.221645 4.274819 -2.047785 0.0 0.0 -0.1
H 1.142625 2.606392 0.023859 0.0 0.0 -0.1
H 2.608508 1.645031 -0.079403 0.0 0.1 -0.1
```
Positions in Å, forces in eV/Å.

Values from the calculation:
DFT total energy ... -157628.371 eV
Total charge ... +1
LUMO ... -0.149 Eh
Orbital gap ... 6.0515 eV
Energy relative to the best compared isomer or geometry (same formula, charge and spin) ... 3.880 eV

=====

# 2
# C5H22N2O6

6 unconnected molecules or ions with the total composition C5H22N2O6 (the ωB97M-V functional and the def2-TZVPD basis, the OMol25 dataset).

Geometry as XYZ:
```
35
Properties=species:S:1:pos:R:3:forces:R:3
C -2.371229 -0.456658 -1.665764 0.9 0.4 0.8
O -0.990833 -0.119581 -1.815616 0.4 0.3 -0.4
C -2.844995 -0.217115 -0.208176 -0.2 -1.7 -1.9
C -2.573934 1.243254 0.114018 -0.8 -0.6 1.5
C -1.894449 1.495095 1.456536 -0.1 1.2 -0.6
N 1.599237 0.848579 2.164015 -0.7 -1.3 -1.0
C 0.325497 1.346211 2.153591 0.9 0.8 -0.8
N -0.629620 0.805336 1.542269 -0.6 -0.7 0.3
H -2.526642 -1.472688 -2.022107 -0.3 -0.1 0.0
H -2.874067 0.276131 -2.301363 -0.2 -0.3 -0.2
H -0.393088 -0.592900 -1.211354 -0.8 -0.2 -0.1
H -3.883771 -0.571920 -0.217259 -0.3 0.9 0.1
H -2.437595 -1.040507 0.384951 0.6 0.8 0.4
H -1.997500 1.720215 -0.673153 -0.1 0.0 0.0
H -3.552578 1.701018 0.230469 -0.1 0.5 -0.4
H -2.549562 1.278905 2.298142 -0.1 -0.6 0.0
H -1.798488 2.594908 1.499031 0.5 -0.2 0.2
H 1.696747 -0.125480 1.928323 -0.5 0.3 0.1
H 2.249575 1.073834 2.856208 0.8 0.9 1.2
H 0.300519 2.387506 2.410299 -0.3 0.6 0.9
H -0.751469 -2.245755 0.674286 -0.5 -0.4 0.2
H -0.392777 -0.694126 0.804365 -0.6 0.5 0.8
O -0.093964 -1.581366 0.528228 1.7 -0.4 -0.9
H 1.857218 0.208380 -3.704353 -0.1 -0.2 0.2
H 1.520968 -1.202340 -3.158332 -0.1 0.0 -0.1
O 2.065605 -0.424541 -3.005061 0.2 0.2 0.0
H 1.133353 2.136171 0.011991 0.3 -0.2 0.1
H 0.367720 2.493230 -1.233961 0.1 0.1 0.1
O 0.830325 2.896078 -0.484151 -0.3 0.1 -0.4
H 1.347131 -2.111927 -0.896520 -0.8 -0.5 0.3
H 2.659345 -2.339235 -1.400591 0.5 -0.5 -0.5
O 1.855811 -2.855106 -1.257069 0.4 1.0 0.2
H 2.992064 -2.608436 0.863049 0.0 0.0 0.2
H 2.371907 -1.348134 1.394749 -0.1 -0.4 -0.3
O 3.120720 -1.923898 1.537710 0.3 -0.3 -0.1
```
Positions in Å, forces in eV/Å.

Values from the calculation:
DFT total energy ... -20806.596 eV
LUMO ... 0.022 Eh
Orbital gap ... 10.4860 eV
Energy relative to the best compared isomer or geometry (same formula, charge and spin) ... 2.674 eV

=====

# 3
# C16H22N4

4 unconnected molecules or ions with the total composition C16H22N4 (the ωB97M-V functional and the def2-TZVPD basis, the OMol25 dataset).

Geometry as XYZ:
```
42
Properties=species:S:1:pos:R:3:forces:R:3
C -0.687430 -0.557504 -5.563949 -0.3 -0.4 0.6
C -1.615080 -1.785353 -5.537201 -0.1 0.8 0.4
C -0.867455 -3.116658 -5.369504 -0.1 0.6 -0.9
C -0.002165 -3.340603 -6.535495 0.1 -0.4 0.1
N 0.645706 -3.531781 -7.464276 0.0 0.1 0.1
H 0.041499 -0.719201 -6.356173 0.3 0.3 0.2
H -0.236006 -0.437336 -4.575927 0.5 -0.2 -0.2
H -1.194683 0.398030 -5.696534 -0.3 -0.2 -0.4
H -2.221231 -1.762121 -6.442926 0.0 -0.4 0.0
H -2.297170 -1.730146 -4.685178 -0.1 0.2 -0.1
H -1.617400 -3.905850 -5.348357 0.2 -0.2 0.2
H -0.251598 -3.104263 -4.472112 -0.1 -0.1 0.1
N -2.720044 -1.378076 1.818433 0.2 0.7 -0.1
C -2.861239 -0.181250 1.157358 -0.2 -0.7 -0.7
C -2.816312 0.828914 2.065186 -0.6 0.4 0.5
C -2.736619 0.229388 3.341156 0.8 -0.3 0.3
C -2.581184 -1.125785 3.154718 -0.4 0.2 0.3
H -2.642152 -2.259490 1.349144 0.0 -0.1 0.1
H -3.047238 -0.188385 0.094659 0.1 0.1 0.0
H -2.881799 1.895140 1.919335 -0.2 -0.1 -0.3
H -2.716116 0.770925 4.272971 0.1 -0.2 0.1
H -2.380504 -1.907127 3.867637 -0.1 -0.1 0.0
N -0.519637 1.241317 -0.200816 1.3 0.7 -0.2
C 0.784759 1.628829 0.005322 -0.6 -0.3 1.0
C 1.414139 1.736690 -1.192267 0.5 0.0 -0.2
C 0.482905 1.383823 -2.208307 -0.1 0.6 0.6
C -0.703261 1.168812 -1.551817 -1.0 -1.3 -0.2
H -1.142356 0.984675 0.560642 0.0 0.1 -0.6
H 1.110208 1.761276 1.025865 0.3 0.1 -0.2
H 2.439362 2.046106 -1.319190 0.0 -0.1 -0.1
H 0.692027 1.375866 -3.263582 -0.2 0.0 -0.1
H -1.666862 0.810592 -1.890097 0.1 0.2 -0.3
N 4.583180 1.424385 5.859644 -1.7 -0.6 0.8
C 3.578344 0.731258 6.537653 0.4 -0.1 -0.6
C 2.455955 0.717332 5.751385 0.4 0.3 -0.4
C 2.719007 1.577906 4.608099 -0.6 -1.8 0.9
C 4.016259 1.910534 4.716386 1.4 1.8 -0.6
H 5.454184 1.681170 6.279114 0.1 0.2 -0.2
H 3.741307 0.307886 7.513743 0.2 -0.2 -0.1
H 1.646850 0.014630 5.867813 -0.4 0.4 0.3
H 2.035057 1.796197 3.807914 0.1 0.1 -0.1
H 4.564778 2.609235 4.099510 0.1 -0.2 0.0
```
Positions in Å, forces in eV/Å.

Values from the calculation:
DFT total energy ... -22907.579 eV
LUMO ... 0.017 Eh
Orbital gap ... 8.6753 eV
Energy relative to the best compared isomer or geometry (same formula, charge and spin) ... 3.409 eV